# 1
{
  "formula": "C15H38BN2O7PS",
  "method": "the ωB97M-V functional and the def2-TZVPD basis",
  "e_homo_ev": -8.451,
  "lumo_energy_ev": -0.8854,
  "orbital_gap_ha": 0.2780,
  "smiles": "OP(O)(=S)BC[C@@H]1CO1.COCCNCCOC.COCCNCCOC",
  "spin_multiplicity": 1,
  "e_above_lowest_kcal_mol": 16.1,
  "elements": ["C", "H", "H", "H", "O", "H", "C", "N", "H", "C", "H", "H", "C", "O", "H", "H", "H", "H", "O", "H", "H", "H", "C", "S", "O", "C", "O", "H", "H", "H", "C", "C", "H", "H", "C", "C", "H", "C", "C", "C", "H", "H", "P", "O", "H", "H", "H", "C", "H", "N", "H", "H", "H", "H", "H", "O", "H", "H", "B", "H", "H", "H", "C", "H", "H"],
  "xyz": [[-2.3083, 3.8975, -2.5219], [1.0864, -1.1093, 0.7959], [4.2355, 0.4069, 4.2827], [0.1935, -0.1711, 4.2451], [-4.2148, 0.7436, -4.3388], [-4.1243, 4.0165, -4.0409], [2.1814, 2.9428, 4.7063], [1.1957, -3.0329, -0.0040], [-1.6081, -4.8198, -0.6387], [1.6078, -1.6302, -0.0147], [0.1888, 2.2260, 4.5950], [-4.1682, 0.3667, -3.4469], [1.8312, -2.3475, -3.1074], [0.0214, -5.1199, -1.8067], [1.3776, -0.2270, 2.8990], [4.5513, 2.1327, 4.0265], [2.0251, -5.4669, -1.3581], [1.5137, 1.7830, 2.5301], [-3.0971, 2.0613, -6.2368], [1.3272, -6.4085, -2.6797], [-2.9570, 4.4414, -1.8208], [-1.4520, 1.2315, 3.5989], [1.1266, -5.9962, -1.6914], [-1.2021, 0.8753, -4.3940], [-2.3340, 2.5917, -0.3573], [-1.8290, 2.6602, -1.6598], [2.2803, -1.2258, -2.3676], [1.7113, 0.2046, -1.0806], [-2.6111, 0.6383, -1.0713], [0.7421, -2.3846, -3.1836], [3.7905, 1.3497, 3.9660], [1.4307, -0.8288, -1.3053], [-0.8080, -2.9111, 0.5800], [2.2445, -2.2676, -4.1136], [-0.3738, 2.2806, 1.9952], [-0.5233, -4.7056, -0.5577], [1.7447, -3.5309, -0.6919], [-2.9518, 1.6395, -1.3338], [0.8152, 2.9373, 4.0425], [-1.1887, 1.1093, 2.5417], [2.6727, -1.6175, 0.2344], [0.3867, -0.7892, -1.6397], [-2.9216, 1.7032, -4.6451], [2.7008, 1.6224, 4.8276], [-3.9828, 1.9880, -1.2591], [-0.1836, -5.3424, 0.2642], [2.2142, -3.2744, -2.6726], [0.3913, -0.5516, 3.2406], [0.9110, -6.8208, -1.0061], [0.9097, 2.5880, 2.6298], [2.0644, 3.3256, 5.7242], [3.4622, 1.2357, 2.9277], [-0.8338, 2.2538, -1.8598], [-0.1590, 2.0665, 0.9467], [-0.9959, 3.1802, 2.0110], [-0.6106, -0.1688, 2.3136], [-0.5504, -2.6722, -1.1596], [2.8751, 3.6053, 4.1810], [-3.1911, 3.3545, -3.7014], [0.4067, -1.6420, 3.2811], [-2.1359, 1.1007, 1.9968], [-3.6411, 1.3687, -6.6522], [-0.2210, -3.2428, -0.2822], [-1.4056, 4.4454, -2.8193], [0.3666, 3.9311, 4.1367]]
}



# 2
{
  "formula": "C15H38N3O5",
  "method": "the ωB97M-V functional and the def2-TZVPD basis",
  "e_homo_ev": -1.975,
  "charge": -1,
  "lumo_energy_ev": 2.5554,
  "orbital_gap_ha": 0.1665,
  "spin_multiplicity": 1,
  "elements": ["H", "H", "H", "H", "H", "H", "H", "C", "C", "H", "H", "H", "N", "H", "H", "N", "H", "C", "C", "H", "C", "C", "H", "N", "H", "H", "O", "H", "H", "H", "O", "H", "C", "C", "H", "H", "H", "H", "H", "C", "H", "H", "C", "H", "H", "C", "C", "H", "H", "H", "H", "H", "O", "C", "H", "O", "H", "C", "H", "O", "C"],
  "xyz": [[4.6739, 4.3996, 0.5420], [1.3295, 4.9161, 1.9070], [-1.0508, -1.2201, 3.8063], [-3.2613, -2.4869, 0.6836], [3.6299, 3.3355, -0.3809], [4.2078, 2.0267, -6.0769], [-3.6197, -3.5595, 3.1834], [-4.2012, -1.4269, 2.9592], [2.2655, 2.4165, 2.0998], [3.4450, -0.8344, -5.3623], [-7.9831, -4.8859, 3.1656], [-4.7943, -3.1728, 1.8528], [1.9936, 4.7064, 1.1670], [5.6007, 0.8294, -4.3421], [2.1513, 1.8369, -0.7254], [-3.4137, -0.6696, -0.4103], [-6.0491, -5.1326, 4.5538], [1.8980, 1.1709, 0.1021], [3.6303, 1.1098, -6.1961], [1.4274, 4.2438, 0.4594], [-2.6531, -1.8027, 0.0300], [3.3757, 2.8832, -3.5127], [-4.3765, -0.7760, -0.0805], [5.2797, -0.0181, -4.8037], [2.3602, 2.9390, -3.9130], [-0.6002, -0.1318, 1.9171], [1.3291, 1.9146, 1.1692], [-2.3399, 0.0935, 1.6933], [-1.7660, -2.5768, 2.9472], [2.5764, 1.3785, -6.2968], [3.6839, 1.5874, -3.0287], [-2.3867, -2.4191, -0.8657], [2.9580, 3.7194, 1.6647], [-5.8497, -4.7071, 3.5533], [3.4576, 3.5796, -2.6770], [2.9976, 1.6436, 2.3680], [3.1025, -0.3333, -3.0840], [1.6896, 2.6274, 3.0057], [-5.0689, -0.9783, 3.4853], [-1.8562, -1.4820, 3.0908], [1.1431, 0.4696, -0.2571], [-7.0322, -4.0827, 1.8651], [3.8395, 0.1344, -5.0420], [4.0994, 3.1922, -4.2705], [-6.9328, -5.9023, 2.0893], [-4.5003, -2.9516, 2.9013], [-1.5541, -0.6768, 1.7787], [-4.9874, -5.2577, 3.1398], [3.9483, 0.6544, -7.1358], [2.7777, 0.6029, 0.4184], [-4.2028, -0.9617, 1.9502], [5.4199, -0.7418, -4.1041], [-1.3880, -1.4751, 0.6400], [-7.0568, -4.9236, 2.5737], [2.0323, 0.7444, -3.9615], [-5.5927, -3.3242, 3.7574], [4.6840, 2.6662, 0.8705], [4.0421, 3.5114, 0.6121], [3.4446, 4.1386, 2.5517], [-3.0639, -1.0870, 3.7308], [3.0875, 0.5268, -3.7585]]
}



# 3
{
  "formula": "C15H39BN2O4S",
  "method": "the ωB97M-V functional and the def2-TZVPD basis",
  "e_homo_ev": -8.214,
  "lumo_energy_ev": 0.4084,
  "orbital_gap_ha": 0.3169,
  "smiles": "COCCNCCOC.COCCNCCOC.BCSCC",
  "spin_multiplicity": 1,
  "elements": ["B", "H", "H", "H", "H", "H", "H", "C", "H", "H", "H", "O", "O", "C", "H", "C", "H", "C", "H", "N", "H", "H", "H", "S", "H", "H", "H", "H", "H", "C", "H", "H", "H", "C", "C", "H", "C", "O", "H", "C", "H", "C", "C", "O", "H", "H", "C", "H", "H", "H", "H", "H", "H", "H", "C", "N", "H", "H", "H", "C", "H", "C"],
  "xyz": [[4.9963, 1.6071, 1.0172], [5.4241, 0.5152, 0.7879], [-3.0276, -1.1467, -7.0663], [0.9642, -1.7522, 6.9901], [-1.4703, -4.4162, 6.3049], [-1.1938, -3.4534, 4.0674], [-0.0747, 1.1169, -5.9000], [-1.3559, -0.7838, 3.5132], [-4.2299, 0.1126, -5.4280], [1.2355, 0.5026, 0.5893], [1.6788, 2.5013, 1.6639], [-1.3022, -0.1033, -7.0806], [0.3928, -3.5777, 6.1500], [1.0835, -2.8325, 7.1298], [-0.5369, 4.1136, -2.6206], [-2.4248, 0.7867, -3.5520], [-0.0441, -1.4174, 4.9287], [-1.5149, -2.8054, 4.8961], [5.4100, 3.2178, -0.3297], [-1.0448, -1.4361, 4.7763], [-3.3516, 0.4474, -3.0778], [4.3843, 2.0322, -1.0932], [0.8861, -3.2354, 2.7089], [3.2050, 3.6828, 0.2296], [0.7213, -0.0398, -6.9786], [0.7433, -3.0860, 8.1394], [-1.9213, 1.8857, -5.1734], [2.1379, -3.0876, 7.0415], [2.3590, -2.3588, 2.2435], [1.8002, 2.5709, 0.5828], [-1.0190, -2.4080, 2.0898], [-1.0472, 0.2615, 3.5905], [-1.7766, -0.0943, -3.6692], [1.4153, -2.2808, 2.7830], [-0.7359, -1.3598, 2.2456], [-2.1115, -1.2399, -5.5618], [-1.0209, -3.4269, 6.1829], [0.6734, -1.2329, 2.1891], [4.9331, 1.9976, 2.1404], [4.5620, 2.5410, -0.1459], [-1.1255, -0.7901, 1.3972], [1.8114, 1.1792, -0.0408], [-2.4323, -0.5609, -6.3616], [-0.4453, 2.0992, -3.1279], [-2.3335, 2.6479, -2.4775], [-1.3135, -2.8061, 7.0353], [-1.7254, 1.7489, -2.6185], [0.9426, 3.1266, 0.2013], [1.3634, 1.1895, -1.0356], [1.6378, -2.0919, 3.8370], [-0.0623, -0.6065, -5.4896], [-1.5861, 1.2698, -1.6445], [-2.4443, -0.7850, 3.3862], [2.8113, 0.7504, -0.1205], [-0.1317, 0.1070, -6.3169], [-2.7523, 1.4365, -4.8090], [-2.6097, -2.8043, 4.9025], [0.7466, 3.6126, -3.7373], [-0.9315, 3.7504, -4.3129], [-0.2969, 3.4623, -3.4675], [-3.6110, 1.1845, -6.6758], [-3.3143, 0.5622, -5.8285]]
}



# 4
{
  "formula": "C15H39FN4O4P",
  "method": "the ωB97M-V functional and the def2-TZVPD basis",
  "e_homo_ev": -2.945,
  "charge": -1,
  "lumo_energy_ev": 1.7981,
  "orbital_gap_ha": 0.1743,
  "spin_multiplicity": 1,
  "e_above_lowest_kcal_mol": 0.0,
  "elements": ["H", "H", "C", "H", "H", "C", "H", "H", "N", "O", "H", "C", "H", "N", "C", "H", "C", "H", "H", "H", "H", "C", "H", "H", "C", "C", "H", "H", "H", "H", "H", "H", "H", "O", "H", "H", "O", "H", "O", "N", "H", "F", "N", "H", "H", "C", "H", "C", "H", "H", "H", "C", "C", "C", "H", "C", "H", "H", "H", "H", "H", "C", "P", "H"],
  "xyz": [[3.5135, 3.5735, 4.8597], [-1.1027, 7.2366, 0.9141], [-1.4007, -4.2058, 0.6179], [2.8470, 2.8347, 6.3367], [-1.0428, 0.0000, -1.7754], [-3.1581, -6.9701, -4.5599], [-2.8994, -7.9776, -4.8866], [4.2823, 0.6645, 6.2877], [-0.7410, 0.7856, 0.0797], [-1.6106, -3.2444, 1.3335], [-2.5076, 6.2176, 0.5416], [-0.9575, -6.0769, -4.9199], [1.6849, 4.5058, 1.0576], [-2.2796, -5.9859, -5.1655], [-2.1612, 0.8211, 0.3337], [-2.0339, -4.2945, -6.3403], [-0.6012, 5.1852, 0.5204], [-2.0368, -5.1100, 0.6427], [-4.1822, -6.7478, -4.8521], [1.4020, 7.7706, 0.2358], [2.6664, 6.8982, 1.1448], [-0.2456, 0.2922, -1.0638], [-3.0814, -6.9444, -3.4725], [-2.4169, 0.2082, 1.2014], [2.8020, 2.8445, 5.2486], [1.6113, 6.8945, 0.8597], [-1.0388, 4.3185, 0.0059], [-3.5421, -4.3212, -5.4221], [3.3106, 0.2842, 3.1166], [-0.4207, 1.4649, 2.0107], [0.9479, 0.5596, 1.3131], [-0.3704, -5.2819, -5.4093], [-3.3586, -5.3461, -6.8564], [-0.4500, -6.9324, -4.2197], [-1.3857, 6.7072, -0.7436], [0.7115, -5.9505, -0.9595], [0.9335, 0.1222, -1.3175], [1.2039, -3.4122, -1.2475], [2.8294, 2.2055, 2.6273], [-0.4115, -4.2950, -0.2875], [-0.0451, -2.2682, -0.7410], [-0.6796, 4.8675, 1.9148], [3.1049, 1.5105, 4.7598], [1.0085, 4.0041, -0.8711], [0.6288, 2.2222, 0.7993], [-0.2485, -5.4585, -1.1309], [1.8108, 3.1634, 4.9250], [0.4952, -3.1681, -0.4601], [2.5600, 0.2583, 6.3628], [1.0054, 6.9527, 1.7687], [-0.3004, -5.1938, -2.1859], [3.0827, 1.3251, 3.4140], [-1.4557, 6.4048, 0.3028], [-2.8393, -4.9365, -5.9874], [2.6231, 5.2986, -0.6773], [0.1624, 1.2858, 1.1100], [3.5862, -0.4668, 5.1206], [0.7380, 6.0424, -1.3002], [-1.0420, -6.1737, -0.9186], [-2.5042, 1.8430, 0.5112], [-2.6916, 0.4232, -0.5315], [3.3965, 0.4469, 5.6838], [1.2579, 5.2704, -0.1191], [1.0366, -2.9513, 0.4604]]
}



# 5
{
  "formula": "C15H39O6V",
  "method": "the ωB97M-V functional and the def2-TZVPD basis",
  "e_homo_ev": [-7.947, -8.109],
  "lumo_energy_ev": [-0.2385, 0.3737],
  "orbital_gap_ha": [0.2833, 0.3117],
  "spin_multiplicity": 3,
  "e_above_lowest_kcal_mol": 73.8,
  "elements": ["C", "H", "O", "H", "H", "H", "H", "H", "H", "H", "H", "H", "H", "H", "H", "H", "H", "V", "C", "H", "H", "H", "H", "C", "C", "C", "H", "H", "C", "H", "H", "H", "H", "H", "H", "H", "C", "O", "H", "C", "C", "H", "C", "C", "H", "O", "C", "H", "O", "H", "C", "O", "H", "H", "H", "C", "H", "C", "H", "H", "O"],
  "xyz": [[3.4134, 0.4812, 2.8394], [-2.2469, 3.9912, 0.2657], [-1.6956, -0.8749, -0.8738], [-2.2068, 1.6317, -0.8424], [-1.5075, 3.2572, 2.6145], [3.7898, 2.2405, 1.0243], [-1.9283, 0.4986, 3.6656], [-1.3367, -1.2533, -2.8030], [3.3693, 1.4778, 3.2788], [1.0432, -2.5192, -3.1963], [0.8472, -1.3183, -4.1838], [-0.2787, -3.8378, 3.2134], [1.0769, -3.9544, 3.8999], [-4.2815, -1.9211, -1.8128], [1.5167, -3.7798, 1.7152], [2.7737, -0.6319, 0.9966], [-2.8538, 4.0910, -1.4066], [0.0242, -0.1938, 0.2467], [1.6491, -1.6811, -3.5408], [3.3499, 1.4959, -0.4569], [2.0675, -2.2744, 2.3606], [-2.3991, 2.1810, -3.2054], [-0.7881, 1.5171, -2.8937], [-1.5731, 2.4389, -1.2098], [-3.4413, -1.6524, -2.4530], [-1.4618, 2.3452, -2.6738], [3.0324, -1.2225, -2.0562], [0.3266, 2.6286, -0.8829], [-1.9435, -1.6700, -1.9991], [2.4534, 0.2141, -2.9362], [1.6658, 1.8138, 1.7772], [-0.3965, -3.0795, -1.8175], [-3.8244, -0.6681, -2.7222], [-2.1716, 2.7522, 4.1303], [-2.0066, -3.5899, -0.8665], [-3.1223, 2.3557, 2.6670], [-1.9816, 3.8850, -0.7862], [1.2484, -0.4435, -1.4633], [0.1749, -2.3963, 4.1417], [2.8203, 0.3784, 1.4032], [-1.4798, 1.1415, 2.9082], [-0.4503, 1.1198, 3.2658], [2.1607, -0.7403, -2.4986], [3.7393, 1.2677, 0.5353], [2.4354, -2.0343, -4.2079], [1.5825, 0.9514, 1.3637], [-1.4780, -3.1815, -1.7278], [-1.2575, 4.6120, -1.1538], [0.3627, -2.0717, 1.2782], [-3.5459, -2.2895, -3.3312], [0.5299, -3.1388, 3.4269], [-1.3606, 0.5915, 1.6990], [-2.4994, -0.8776, -0.3489], [2.8352, -0.2617, 3.3889], [-1.6416, -3.8713, -2.5558], [-2.1197, 2.4822, 3.0756], [4.7584, 0.8846, 0.4824], [1.1623, -2.8309, 2.1176], [4.4728, 0.2247, 2.8296], [-0.9967, 3.2706, -3.0137], [-0.4063, 2.0387, -0.6916]]
}



# 6
{
  "formula": "C15H41AlO16S5",
  "method": "the ωB97M-V functional and the def2-TZVPD basis",
  "e_homo_ev": -14.599,
  "charge": 2,
  "lumo_energy_ev": -13.0230,
  "orbital_gap_ha": 0.0579,
  "spin_multiplicity": 1,
  "e_above_lowest_kcal_mol": 51.7,
  "elements": ["H", "H", "O", "C", "Al", "C", "C", "H", "O", "H", "H", "S", "H", "H", "H", "H", "H", "O", "H", "O", "O", "O", "H", "H", "O", "H", "C", "O", "H", "H", "H", "H", "C", "H", "H", "H", "H", "O", "H", "H", "H", "H", "H", "O", "C", "H", "H", "H", "C", "H", "O", "C", "H", "H", "O", "S", "S", "S", "C", "S", "C", "H", "H", "C", "C", "C", "H", "H", "C", "O", "H", "H", "C", "H", "O", "O", "H", "O"],
  "xyz": [[-2.9292, 3.9622, 1.0248], [3.1849, -0.7174, -1.5861], [1.3274, 5.5443, 3.2888], [-5.9436, 1.8549, 1.7221], [-1.6684, 0.0877, -3.3678], [3.0327, 0.3570, -1.6341], [1.7924, -5.3039, -2.0640], [-3.0848, 0.4552, 0.8703], [2.8949, 2.0736, -3.6818], [-3.4786, -0.6453, 2.2014], [-1.6348, -4.9401, 0.7371], [-3.7440, -1.5841, 0.0235], [-1.5207, 4.1552, -0.1146], [4.2003, 2.2333, 4.0558], [0.2671, -1.6498, 0.0035], [-0.5641, 3.6573, 3.4629], [-0.2301, 0.9593, -0.4422], [-5.0970, -1.6921, 0.4602], [5.6001, 0.5052, -6.3808], [-3.5147, -1.0165, -1.2816], [1.8612, -2.5837, -2.5275], [-0.6197, -2.5462, -2.4329], [0.2479, -3.3434, 0.4313], [-5.1094, 1.5086, 2.3357], [-3.0437, -2.9732, 0.2197], [-1.8545, 2.5685, 0.6910], [-2.2932, -4.8879, 1.6012], [-4.1821, 4.2599, -1.3799], [-6.2783, 3.1688, -0.0153], [0.0966, 3.1861, 1.8449], [2.2353, -7.4485, -2.3542], [2.2274, 0.7458, -1.0196], [0.7889, -2.5947, -0.1424], [-2.9159, -5.7536, 1.8002], [4.2910, 2.0770, 5.7982], [5.6092, -0.5009, -4.3505], [3.9803, 0.8603, -1.4575], [0.5618, -4.5617, -1.8355], [5.3824, 3.2361, 4.9374], [-2.7096, -2.8619, 2.2596], [0.9230, -7.0359, -1.2809], [0.3672, 2.1949, 3.3768], [-6.4326, 0.9596, 1.3370], [-0.7509, 0.3767, -1.0251], [4.9623, 1.0532, -5.6858], [-1.8720, -0.7105, 1.2440], [-1.6922, -4.7996, 2.5091], [-4.1179, -3.7399, 1.8536], [1.4052, -6.7560, -2.2188], [0.7562, -6.9457, -3.0716], [1.2288, 0.2801, -3.6087], [-2.9497, -0.5558, 1.2608], [2.4873, -5.1564, -1.2331], [-6.6360, 2.3765, 2.3814], [-2.8318, 2.2677, -1.9824], [-3.4646, 3.1048, -0.9875], [0.6477, -2.9874, -1.8966], [1.6861, 4.1724, 3.2041], [-5.4962, 2.7970, 0.6402], [2.5667, 0.7400, -3.3297], [4.3946, 2.7820, 4.9761], [5.3447, 2.0659, -5.5884], [2.3301, -4.9181, -2.9294], [0.2467, 3.1721, 2.9181], [3.3875, 3.9212, 5.1462], [-2.2744, 3.4879, 0.2952], [5.2292, 0.8827, -3.5006], [3.2840, 4.1376, 6.2068], [4.8733, 0.3036, -4.3570], [3.5317, -0.2072, -4.1692], [3.7121, 4.8223, 4.6256], [1.8498, -2.5693, 0.0806], [-3.0861, -3.5860, 1.5346], [-5.0540, 3.6599, 1.1460], [-4.4725, 2.1730, -0.2002], [2.0918, 3.5502, 4.6029], [4.0051, 1.0800, -6.2033], [2.6546, 3.7547, 2.2278]]
}